Computed, not measured: a structure of composition C43H46AsGeNNaOPS, with ωB97M-V/def2-TZVPD.

XYZ file:
```
96
Properties=species:S:1:pos:R:3
Na -0.508 1.702 -2.700
O -1.833 -0.049 -3.491
S -1.272 -1.306 -2.882
C -2.495 -2.571 -3.208
C -3.526 -2.312 -4.091
C -4.490 -3.288 -4.302
C -4.418 -4.498 -3.625
C -3.384 -4.738 -2.726
C -2.419 -3.767 -2.510
C 0.019 -1.861 -3.985
C -0.068 -1.587 -5.340
C 0.969 -1.974 -6.170
C 2.081 -2.622 -5.641
C 2.163 -2.876 -4.280
C 1.129 -2.485 -3.440
H -3.566 -1.348 -4.582
H -5.302 -3.101 -4.992
H -5.174 -5.253 -3.789
H -3.337 -5.675 -2.190
H -1.616 -3.934 -1.802
H -0.930 -1.055 -5.721
H 0.920 -1.763 -7.230
H 2.895 -2.910 -6.292
H 3.041 -3.352 -3.867
H 1.198 -2.633 -2.368
N -2.459 4.837 -3.411
C -2.153 3.858 -2.873
H -2.713 5.682 -3.879
C 1.755 4.617 -3.324
Ge 2.686 3.138 -2.395
C 2.496 3.544 -0.464
C 4.608 3.396 -2.806
C 1.910 1.461 -2.855
H 2.242 5.581 -3.164
H 0.726 4.692 -2.966
H 1.727 4.423 -4.398
H 2.728 4.593 -0.272
H 3.172 2.938 0.143
H 1.472 3.359 -0.129
H 4.991 4.375 -2.513
H 4.771 3.269 -3.877
H 5.185 2.628 -2.288
H 2.246 0.673 -2.171
H 2.186 1.166 -3.874
C -0.910 1.575 1.596
C -1.212 1.036 2.987
As 0.112 -0.229 3.744
C 1.675 0.941 3.805
C 2.925 0.329 3.856
C 4.088 1.088 3.867
C 4.013 2.472 3.810
C 2.772 3.094 3.759
C 1.612 2.333 3.764
C -0.529 -0.023 5.582
C 0.123 0.719 6.563
C -0.403 0.806 7.846
C -1.588 0.156 8.162
C -2.244 -0.589 7.192
C -1.711 -0.683 5.914
P -0.926 0.465 0.119
C -2.388 -0.602 0.401
C -2.505 -1.541 1.428
C -3.651 -2.314 1.553
C -4.697 -2.164 0.653
C -4.595 -1.238 -0.375
C -3.446 -0.465 -0.500
C 0.507 -0.642 0.373
C 1.758 -0.037 0.492
C 2.913 -0.799 0.567
C 2.839 -2.183 0.520
C 1.602 -2.797 0.380
C 0.446 -2.033 0.292
H 0.061 2.071 1.575
H -1.644 2.348 1.344
H -2.169 0.510 3.005
H -1.302 1.865 3.693
H 2.988 -0.753 3.868
H 5.052 0.597 3.906
H 4.918 3.066 3.801
H 2.709 4.174 3.711
H 0.655 2.837 3.733
H 1.047 1.233 6.329
H 0.115 1.384 8.600
H -1.996 0.225 9.162
H -3.166 -1.103 7.431
H -2.224 -1.279 5.165
H -1.689 -1.678 2.127
H -3.724 -3.038 2.355
H -5.585 -2.774 0.747
H -5.400 -1.124 -1.088
H -3.357 0.236 -1.323
H 1.839 1.041 0.505
H 3.872 -0.304 0.655
H 3.741 -2.780 0.576
H 1.534 -3.877 0.336
H -0.511 -2.529 0.173
```

The highest occupied orbital energy is -0.212 Ha. The calculation puts the largest force on an atom at 0.26 eV/A. As for the energy relative to the best compared isomer or geometry (same formula, charge and spin): 0.762 eV. For the frontier orbital gap, the calculation gives 5.9 eV.

=====

Computed, not measured: a structure of composition C43H46Cl4N4O4SeV in a non-equilibrium geometry, with ωB97M-V/def2-TZVPD.

XYZ file:
```
103
Properties=species:S:1:pos:R:3
V -0.152 0.000 -0.011
C -6.588 -2.606 0.851
C -5.607 -2.330 1.995
C -5.433 -3.635 2.784
C -6.223 -1.259 2.907
C -4.255 -1.842 1.500
C -3.175 -1.680 2.399
C -1.967 -1.201 1.954
N -1.716 -0.850 0.688
C -2.726 -1.075 -0.210
C -3.983 -1.543 0.179
C -2.302 -0.858 -1.562
C -3.037 -1.101 -2.726
C -2.449 -0.986 -3.977
C -1.091 -0.640 -4.002
C -0.421 -0.413 -2.816
N -0.997 -0.487 -1.623
C -3.251 -1.296 -5.231
C -4.512 -0.423 -5.268
C -3.638 -2.783 -5.211
C -2.441 -1.022 -6.500
H -7.528 -2.978 1.260
H -6.190 -3.360 0.175
H -6.795 -1.698 0.290
H -6.403 -4.000 3.117
H -4.810 -3.485 3.660
H -4.971 -4.398 2.162
H -7.207 -1.575 3.255
H -6.332 -0.322 2.366
H -5.593 -1.080 3.773
H -3.285 -1.915 3.447
H -1.138 -1.099 2.650
H -4.727 -1.669 -0.591
H -4.067 -1.412 -2.642
H -0.545 -0.539 -4.924
H 0.634 -0.161 -2.834
H -5.147 -0.608 -4.407
H -5.089 -0.621 -6.171
H -4.233 0.628 -5.256
H -4.215 -3.020 -4.322
H -2.739 -3.396 -5.199
H -4.228 -3.047 -6.089
H -2.131 0.019 -6.529
H -3.042 -1.229 -7.385
H -1.558 -1.654 -6.533
Cl 5.575 3.135 -1.722
C 3.862 2.925 -1.758
C 3.065 3.810 -2.466
Cl 3.798 5.144 -3.283
C 1.693 3.638 -2.512
Cl 0.728 4.774 -3.397
C 1.022 2.559 -1.871
O -0.204 2.340 -1.940
C 1.885 1.669 -1.087
O 1.302 0.709 -0.448
C 3.259 1.868 -1.075
Cl 4.215 0.714 -0.209
N 2.650 -4.367 -1.078
C 1.741 -3.218 -0.960
C 0.313 -3.718 -1.075
O 0.220 -4.941 -1.636
O -0.656 -3.107 -0.719
H 3.593 -4.039 -1.255
H 1.144 -5.226 -1.800
H 2.675 -4.849 -0.182
H 1.917 -2.527 -1.792
H 1.849 -2.638 -0.027
C -0.700 1.709 1.345
C -1.991 2.259 1.091
C -2.163 3.353 0.206
C -3.390 3.907 -0.036
C -4.547 3.387 0.580
C -4.397 2.298 1.459
C -3.163 1.769 1.719
C -5.802 3.954 0.368
N -6.849 4.427 0.227
H -0.596 1.233 2.322
H 0.113 2.402 1.128
H -1.286 3.745 -0.288
H -3.491 4.766 -0.691
H -5.276 1.899 1.950
H -3.078 0.956 2.427
C 2.013 -3.522 7.655
C 1.918 -2.907 6.285
C 1.982 -3.689 5.142
C 1.943 -3.130 3.877
C 2.035 -4.011 2.669
C 1.838 -1.738 3.721
Se 1.957 -0.955 1.973
C 1.734 -0.942 4.871
C 1.584 0.550 4.806
C 1.775 -1.537 6.123
H 2.042 -4.609 7.589
H 1.161 -3.241 8.276
H 2.921 -3.187 8.162
H 2.075 -4.764 5.251
H 1.976 -5.067 2.934
H 2.982 -3.827 2.158
H 1.224 -3.763 1.984
H 1.643 0.900 3.777
H 2.372 1.037 5.384
H 0.622 0.850 5.228
H 1.705 -0.909 7.005
```

The highest occupied orbital energy (spin up / spin down) is -0.034 / -0.067 Ha. As for the spin multiplicity: 4. The calculation puts the largest force on an atom at 4.84 eV/A. As for the energy relative to the best compared isomer or geometry (same formula, charge and spin): 2.497 eV. For the frontier orbital gap (spin up / spin down), the calculation gives 4.7 / 5.6 eV. As for the net charge: -2.